[1]
Below is a structure of composition C12H15Cl2NOPbS, with properties calculated with wB97M-V/def2-TZVPD.

⟨S²⟩: 0.786
LUMO (alpha / beta) in eV: -3.598 / -6.787
Spin multiplicity: 2
Gap between HOMO and LUMO (alpha / beta) in eV: 8.858 / 5.496
Charge: +1

XYZ file:
```
33
Properties=species:S:1:pos:R:3:forces:R:3
H 0.9677 -1.3124 -4.1430 0.0 0.0 0.0
C -4.0358 -1.2446 0.6489 0.0 0.2 0.0
Pb 1.1124 0.1961 2.3408 0.4 -0.5 0.1
C 1.1973 0.2018 0.1042 -0.2 0.1 0.4
C 1.0607 0.1689 -2.5760 -0.2 0.1 0.3
C -4.3406 0.1126 0.5241 0.0 0.0 0.0
C -0.1819 0.9516 -3.0334 0.1 0.0 -0.2
H 3.2179 0.2806 -2.7524 0.0 0.0 0.0
H -3.5697 2.0982 0.8013 0.0 0.0 0.0
H 0.0886 -1.7769 -2.6764 0.0 0.0 0.0
C 0.9863 -1.2857 -3.0525 0.0 0.0 -0.1
H -1.0947 0.4738 -2.6751 0.0 0.0 0.0
C -2.8256 -1.6235 1.1733 -0.1 -0.2 0.0
H 2.3405 0.8565 -4.1771 0.0 0.0 0.0
H 4.4144 1.0260 5.8179 0.0 0.0 0.0
O -0.7918 -1.1646 2.0435 -0.1 0.2 0.0
H -2.5264 -2.6488 1.3267 0.1 0.0 0.0
C -2.1433 0.6287 1.3818 0.3 0.6 0.1
C -3.3930 1.0363 0.8895 -0.1 -0.1 -0.1
H 1.8557 -1.8461 -2.7095 0.0 0.0 0.0
S -0.9490 1.8048 1.7397 -0.7 -0.1 -0.3
H -4.7342 -2.0057 0.3338 0.0 0.0 0.1
Cl 2.3242 -0.0420 5.9116 0.0 0.0 0.0
C 2.3423 0.8369 -3.0863 0.0 0.0 0.0
H -0.1563 1.9767 -2.6641 0.0 0.0 0.0
N -1.9007 -0.7125 1.5461 0.0 -0.2 0.0
H -5.2992 0.4288 0.1389 0.0 0.0 0.0
C 1.0797 0.1921 -1.1057 0.2 0.0 -0.1
H 2.4231 1.8594 -2.7183 0.0 0.0 0.0
H -0.2097 0.9768 -4.1242 0.0 0.0 0.0
H 4.5535 -0.7584 5.7409 0.0 0.0 0.0
Cl 4.1797 0.2017 3.6297 0.2 0.0 0.1
C 4.0078 0.1130 5.4015 0.0 0.0 0.0
```
Forces are in eV/Å.

[2]
Below is an isolated molecule of C3H5NO3, with properties calculated with wB97M-V/def2-TZVPD.

Relative energy (zero: lowest compared OMol25 entry of this formula, charge and spin) in kJ/mol: 111.4
SMILES string: NC(=O)COC=O
LUMO in eV: 0.691
Spin multiplicity: 1
Gap between HOMO and LUMO in eV: 10.846

XYZ file:
```
12
Properties=species:S:1:pos:R:3:forces:R:3
O -2.2601 -0.3051 1.1940 2.1 1.1 -0.4
O 1.6616 -1.1596 -1.5486 0.2 -1.4 0.3
O -0.2923 0.8629 0.7110 -1.4 -0.6 0.2
H -0.4149 -1.1288 -0.0367 0.0 0.5 0.2
H 1.0116 1.7929 -0.9911 0.2 0.0 -0.4
H 1.7897 1.0548 -2.4096 -0.1 0.1 0.7
H -2.1972 1.5677 1.2891 0.3 2.4 0.2
C -1.6038 0.7271 1.0997 -0.7 -3.4 -0.5
H 0.8949 -0.8345 1.1021 -0.1 0.3 -0.2
C 1.2334 -0.1995 -0.9573 -0.6 -0.9 0.1
N 1.4481 1.0021 -1.4486 -0.2 2.4 -0.2
C 0.3254 -0.3796 0.2776 0.4 -0.4 -0.2
```
Forces are in eV/Å.

[3]
Below is a cluster of 7 separate species, H13O6S in total, with properties calculated with wB97M-V/def2-TZVPD.

Relative energy (zero: lowest compared OMol25 entry of this formula, charge and spin) in kJ/mol: 77.4
LUMO in eV: 3.415
Spin multiplicity: 1
Gap between HOMO and LUMO in eV: 8.190
Charge: -1

XYZ file:
```
20
Properties=species:S:1:pos:R:3:forces:R:3
H 1.1240 -0.8988 -1.9583 0.0 0.2 0.0
H -0.6758 1.0514 -2.0368 0.2 -0.4 -0.2
H -2.7487 2.1616 0.7517 0.0 0.0 0.4
H -0.3433 -2.3922 -0.8613 0.7 -0.3 0.2
O -0.0539 2.9326 -0.0749 -0.3 -0.5 -0.3
H 2.9422 -2.6780 1.6492 0.5 -0.7 -0.8
H 2.2870 -1.3103 1.5847 -0.2 0.5 -0.7
H -0.3772 -0.9357 1.2331 -0.5 -0.2 0.0
O -1.1971 1.3441 -2.8100 0.1 0.3 -0.3
H -0.8005 2.7840 -0.6795 0.2 0.4 0.1
H -1.3594 2.2705 1.3092 0.3 0.2 0.1
O -1.1117 -1.1271 1.8478 0.5 0.3 0.3
H 1.0655 -2.9319 -0.5676 0.2 0.5 0.1
S 1.0669 -0.1136 -0.8696 0.0 0.0 0.2
H 0.4522 2.1154 -0.2487 0.2 0.2 0.0
O -2.2824 2.3234 1.5859 -0.5 -0.1 -0.3
H -1.8186 -1.5135 1.3347 0.0 -0.1 -0.3
O 0.1572 -3.2080 -0.6681 -1.0 -0.4 -0.3
O 2.4976 -2.0335 2.1650 -0.3 0.3 1.4
H -0.5368 1.4369 -3.5198 -0.3 -0.1 0.6
```
Forces are in eV/Å.

[4]
Below is an isolated molecule of C4H8N2S2, with properties calculated with wB97M-V/def2-TZVPD.

Relative energy (zero: lowest compared OMol25 entry of this formula, charge and spin) in kJ/mol: 210.7
SMILES string: N[C@@H]1C[C@]1(N)C(=S)S
LUMO in eV: 0.349
Spin multiplicity: 1
Gap between HOMO and LUMO in eV: 8.630

XYZ file:
```
16
Properties=species:S:1:pos:R:3:forces:R:3
C 0.9135 0.6048 -0.8642 1.8 -0.9 -2.1
H 0.8564 1.6797 -1.0787 -0.1 -0.6 0.2
C -0.2919 -0.1819 -0.4889 -0.7 2.0 1.1
H 1.5975 1.6094 1.5782 -1.8 -0.8 -0.2
S -2.0318 1.9931 -0.4689 -0.3 0.8 0.0
H 0.3508 0.8654 2.4497 0.4 -0.1 -2.0
H 0.5206 -1.9666 -0.6142 0.0 -0.3 0.3
H 1.3921 -0.7295 0.7698 0.4 -0.9 0.1
S -2.5999 -0.7912 0.6441 0.5 0.7 0.1
C 0.7998 0.1321 0.5359 0.1 -2.2 -1.9
H -1.4745 -1.6013 0.3845 -1.6 -0.2 0.4
H 1.6876 -0.0213 -1.4698 -1.5 1.5 0.8
C -1.6554 0.4830 -0.1502 1.0 -2.3 -0.2
N 0.6820 1.0799 1.4623 0.9 4.1 5.0
N -0.3759 -1.5531 -0.8453 1.5 -0.5 -0.4
H -0.3707 -1.6024 -1.8444 -0.6 -0.3 -0.8
```
Forces are in eV/Å.

[5]
Below is an isolated molecule of C4H12N2O, with properties calculated with wB97M-V/def2-TZVPD.

Relative energy (zero: lowest compared OMol25 entry of this formula, charge and spin) in kJ/mol: 181.8
SMILES string: C[C@@H](CO)NCN
LUMO in eV: 0.884
Spin multiplicity: 1
Gap between HOMO and LUMO in eV: 9.781

XYZ file:
```
19
Properties=species:S:1:pos:R:3:forces:R:3
C 0.9478 1.5249 0.4695 -0.4 0.0 -0.8
O 2.8492 -0.7973 0.7285 -0.2 -0.3 -0.1
N -0.7257 -0.2747 0.0984 1.9 -1.1 0.1
H 1.0729 -1.9035 0.9134 0.0 -0.1 -0.2
H -3.0421 -0.7177 -1.9399 -0.7 -0.2 -0.4
N -2.8950 -0.7405 -0.9440 1.8 0.4 0.3
H -0.9692 -0.2086 1.0674 -0.9 0.2 0.2
C -1.6590 0.2061 -0.8176 -3.6 0.4 -0.3
H -2.5031 -1.6712 -0.7962 -0.1 0.0 0.1
C 1.4430 -0.8805 0.9786 0.6 0.3 -0.2
H -2.1655 1.1338 -0.5086 0.4 0.2 0.1
C 0.6981 0.0684 0.0311 -0.5 0.2 0.8
H 0.7686 1.6719 1.5333 0.1 -0.2 0.1
H 0.2205 2.1610 -0.0449 0.2 0.1 -0.1
H -1.3769 0.3795 -1.8531 1.3 -0.1 0.2
H 1.0582 -0.1045 -0.9837 0.0 0.0 -0.1
H 1.9468 1.8635 0.2103 0.1 0.0 0.1
H 1.3453 -0.5604 2.0162 -0.2 0.1 0.0
H 2.9861 -1.1503 -0.1586 0.2 0.0 0.1
```
Forces are in eV/Å.

[6]
Below is a structure of composition C13H21F6HoN6PS, with properties calculated with wB97M-V/def2-TZVPD.

⟨S²⟩: 8.780
Relative energy (zero: lowest compared OMol25 entry of this formula, charge and spin) in kJ/mol: 148.0
LUMO (alpha / beta) in eV: -9.122 / -10.340
Spin multiplicity: 6
Gap between HOMO and LUMO (alpha / beta) in eV: 6.390 / 5.178
Charge: +2

XYZ file:
```
49
Properties=species:S:1:pos:R:3:forces:R:3
N -0.6180 -1.5706 -0.2117 0.2 -0.1 0.1
C 3.0466 0.3968 -2.4113 1.6 0.9 0.1
H 3.1652 -0.9985 1.8587 -0.2 -0.6 -0.2
H -0.8696 -1.1898 2.9457 -0.2 0.5 -0.4
H -3.6118 4.8438 -0.1761 0.2 0.2 0.4
F -3.0540 -0.4838 -2.1340 0.4 0.2 -0.5
C 0.4665 -2.0990 0.3278 1.9 0.6 0.6
F -3.5842 0.4571 -0.1657 0.1 0.6 0.0
C -0.6630 -0.2525 2.3979 -0.6 0.7 0.6
N 0.8656 1.0255 -1.7620 0.7 0.6 0.3
H 3.1097 3.3691 -0.6914 -0.2 -0.6 -0.2
H 3.3842 -3.1113 3.2941 0.2 -0.3 0.0
C 3.5895 1.5501 -1.7933 -0.5 -0.6 -0.7
N -1.8917 3.1649 0.1454 2.6 -1.3 3.8
H 0.8307 3.7502 0.1284 -0.5 0.9 0.1
F -3.2649 -1.7582 -0.2462 -1.5 0.7 -0.6
H -1.4677 -0.0605 1.6374 0.8 -0.5 0.6
C 0.4451 2.8273 -0.2582 -3.0 0.1 1.4
H -1.2555 -2.3355 -0.4851 0.4 0.6 -0.3
H 3.6775 -0.3328 -2.9329 -0.2 0.5 0.3
H 0.1883 -3.9535 -0.7074 0.3 0.1 0.4
H 1.8633 -3.3980 -0.7918 -0.5 0.4 0.4
P -4.3893 -0.7610 -1.0180 -1.4 -1.1 0.5
C 1.6858 0.2209 -2.4356 -0.2 0.0 0.2
C 0.9737 -3.4427 -0.1261 -0.1 -0.8 0.1
H 2.2593 -1.9153 3.8872 -0.1 -0.2 0.0
H -3.9131 4.6313 -1.8092 0.1 -0.3 -0.5
S -2.0424 2.5290 -2.4846 -1.0 2.0 0.2
F -5.5129 -0.9457 0.1059 1.6 0.2 -1.0
H 1.4268 -0.0599 2.7920 -0.1 -0.2 -0.3
F -5.2645 0.3395 -1.8320 1.4 -0.8 0.9
Ho -1.2422 0.4786 -1.1499 -2.6 -3.8 1.2
F -4.8648 -1.9414 -1.9502 0.4 0.6 0.6
N -0.7779 2.3547 0.0296 2.1 1.9 -1.4
C 1.3442 2.1174 -1.0736 2.7 -2.3 -1.2
H 2.9943 -2.5653 1.0047 -0.1 0.4 0.1
C 2.4395 -2.6371 3.0854 -0.9 0.5 -0.3
H 4.6544 1.7734 -1.8656 -0.3 -0.2 0.1
N -3.2780 4.4712 -1.0485 0.5 -1.4 0.5
C -2.4326 3.4022 -0.9856 -2.2 2.2 -4.7
H 1.2904 -0.6135 -3.0184 -0.3 0.2 0.3
C 0.7867 -0.2265 1.9212 -1.0 0.8 -0.5
N 1.2450 -1.4238 1.2316 -1.3 -0.5 -1.0
C 2.7291 2.4440 -1.1546 -1.0 0.1 0.4
H 1.2691 -4.0689 0.7348 -0.2 0.2 -0.4
H 0.8921 0.6704 1.2777 0.4 -0.3 0.1
C 2.5242 -1.8975 1.7376 1.0 -0.6 0.1
H -0.7592 0.5979 3.1027 0.0 -0.5 -0.1
H 1.6101 -3.3726 3.0733 0.6 0.3 0.1
```
Forces are in eV/Å.